Entry 1:
Molecular formula: C2H6SSi
Method: DFT, ωB97M-V with the def2-TZVPD basis set

2S+1: 1
Energy relative to the best compared isomer or geometry (same formula, charge and spin): 70.0 kcal per mole
SMILES: CC([SiH3])=S
Highest occupied orbital energy: -8.37 eV

Positions of all 10 atoms, in Å:
1 C -1.457 -0.430 -0.567
2 C -0.100 -0.592 -0.091
3 Si 1.423 0.894 0.450
4 S 0.481 -2.164 -0.106
5 H -1.763 0.597 -0.889
6 H -2.106 -0.808 0.326
7 H -1.798 -1.243 -1.237
8 H 2.206 1.558 -0.660
9 H 0.668 1.817 1.451
10 H 2.445 0.370 1.322

Entry 2:
Molecular formula: C7H21FN5O6PS
Method: DFT, ωB97M-V with the def2-TZVPD basis set

2S+1: 1
SMILES: CCP(CC)N(COO)S(=O)(=O)F.NC(N)=O.NC(N)=O
Highest occupied orbital energy: -8.79 eV

Positions of all 42 atoms, in Å:
1 C 2.638 -1.721 1.255
2 C 1.296 -1.075 0.870
3 P 0.441 -0.444 2.363
4 C -1.344 -0.799 2.131
5 C -2.229 0.122 1.279
6 N 0.686 1.315 2.233
7 C 0.326 1.953 0.973
8 O 1.550 2.411 0.392
9 O 1.390 2.391 -1.023
10 S 0.297 2.162 3.588
11 O 1.143 1.785 4.649
12 O 0.082 3.520 3.247
13 F -1.122 1.579 3.944
14 H 2.565 -2.200 2.231
15 H 2.947 -2.444 0.502
16 H 3.410 -0.957 1.349
17 H 0.633 -1.828 0.441
18 H 1.483 -0.297 0.124
19 H -1.767 -0.853 3.133
20 H -1.373 -1.806 1.703
21 H -2.113 1.176 1.529
22 H -3.278 -0.113 1.471
23 H -2.074 -0.027 0.209
24 H -0.354 2.792 1.108
25 H -0.142 1.237 0.300
26 H 1.599 1.471 -1.255
27 N 1.379 2.567 -4.200
28 C 0.780 3.483 -5.024
29 N 0.094 4.474 -4.376
30 O 0.854 3.419 -6.236
31 H 1.319 2.613 -3.200
32 H 1.896 1.829 -4.638
33 H -0.357 5.166 -4.944
34 H 0.033 4.539 -3.378
35 N -2.323 -5.301 0.326
36 C -1.366 -4.382 0.013
37 N -1.032 -4.300 -1.308
38 O -0.841 -3.678 0.865
39 H -2.766 -5.890 -0.353
40 H -2.582 -5.383 1.291
41 H -0.328 -3.637 -1.567
42 H -1.450 -4.870 -2.019

Entry 3:
Molecular formula: C4H8N4
Method: DFT, ωB97M-V with the def2-TZVPD basis set

2S+1: 1
Energy relative to the best compared isomer or geometry (same formula, charge and spin): 79.1 kcal per mole
SMILES: c1cn[nH]n1.C=NC
Highest occupied orbital energy: -8.71 eV

Positions of all 16 atoms, in Å:
1 C -0.452 1.819 1.879
2 C -1.385 0.743 1.508
3 N -1.872 0.919 0.349
4 N -1.296 2.042 -0.009
5 N -0.564 2.631 0.877
6 H 0.378 1.880 2.547
7 H -1.636 -0.267 1.944
8 H -1.535 2.585 -0.804
9 C -0.235 -1.435 -1.004
10 N 0.208 -0.490 -0.391
11 C 1.373 0.338 -0.791
12 H 0.292 -1.607 -2.081
13 H -1.002 -2.032 -0.562
14 H 1.676 -0.015 -1.795
15 H 1.003 1.342 -0.804
16 H 2.173 0.282 0.026

Entry 4:
Molecular formula: F2HPS
Method: DFT, ωB97M-V with the def2-TZVPD basis set

2S+1: 1
Energy relative to the best compared isomer or geometry (same formula, charge and spin): 30.8 kcal per mole
SMILES: FP=S.F
Highest occupied orbital energy: -10.01 eV

Positions of all 5 atoms, in Å:
1 F -0.724 -2.362 0.259
2 P -0.924 -1.346 -1.096
3 S 0.786 -0.516 -1.329
4 F 0.488 1.679 0.922
5 H 0.374 2.545 1.244